*a*
# C4H15NO3

A 3-piece molecular cluster, C4H15NO3 overall (ωB97M-V/def2-TZVPD, the Open Molecules 2025 dataset).

Last columns: bonded neighbours and bond lengths (Å).
Cartesian coordinates (Å):
1 C 1.64492 -0.04165 -1.33329  N2 1.454, H7 1.081, H8 1.097, H9 1.101
2 N 1.57596 0.18010 0.10212  C1 1.454, C3 1.452, H10 1.011
3 C 1.40693 1.57462 0.46934  N2 1.452, C4 1.538, H11 1.097, H12 1.084
4 C 0.98935 1.72332 1.94238  C3 1.538, C5 1.510, H13 1.085, H14 1.085
5 C -0.50331 1.89999 2.09174  C4 1.510, O6 1.440, H15 1.094, H16 1.083
6 O -1.19933 0.88620 1.34266  C5 1.440, H17 0.966
7 H 2.22628 -0.92531 -1.55755  C1 1.081
8 H 0.62967 -0.17742 -1.72518  C1 1.097
9 H 2.05778 0.80884 -1.89782  C1 1.101
10 H 2.39024 -0.22655 0.54154  N2 1.011
11 H 2.33415 2.13807 0.30739  C3 1.097
12 H 0.62013 1.98142 -0.15524  C3 1.084
13 H 1.29396 0.84723 2.50445  C4 1.085
14 H 1.45958 2.60202 2.37228  C4 1.085
15 H -0.85782 2.87580 1.74530  C5 1.094
16 H -0.81172 1.82812 3.12740  C5 1.083
17 H -1.77927 0.40325 1.94546  O6 0.966
18 H -0.62892 -1.11941 1.03461  O20 0.968
19 H 0.17718 -2.34198 1.44079  O20 0.964
20 O -0.67752 -1.91875 1.57834  H18 0.968, H19 0.964
21 H -3.45619 -3.54674 -4.57111  O23 0.961
22 H -2.61867 -2.51940 -5.33319  O23 0.962
23 O -2.75130 -3.46508 -5.21984  H21 0.961, H22 0.962

Its charge is 0. The HOMO-LUMO gap is 9.6 eV. The spin multiplicity is 1. Its SMILES is CNCCCO.O.O.

***

*b*
# C4H15NO3

A 3-piece molecular cluster, C4H15NO3 overall (ωB97M-V/def2-TZVPD, the Open Molecules 2025 dataset).

Last columns: bonded neighbours and bond lengths (Å).
Cartesian coordinates (Å):
1 C 0.56917 0.71540 0.44013  N2 1.468, C5 1.545, H7 1.082, H8 1.075
2 N -0.21942 1.18928 -0.70365  C1 1.468, C3 1.423, H9 1.008
3 C -1.63428 1.16224 -0.55863  N2 1.423, O4 1.432, H10 1.080, H11 1.065
4 O -2.21547 -0.12783 -0.33772  C3 1.432, H12 0.968
5 C 1.87878 0.02904 -0.00964  C1 1.545, C6 1.526, H13 1.083, H14 1.093
6 C 3.14076 0.85025 0.23690  C5 1.526, H15 1.089, H16 1.096, H17 1.089
7 H -0.01343 -0.02015 0.97922  C1 1.082
8 H 0.76772 1.59268 1.02895  C1 1.075
9 H 0.09309 0.88660 -1.61320  N2 1.008
10 H -1.89251 1.70341 0.34003  C3 1.080
11 H -2.06800 1.63338 -1.40922  C3 1.065
12 H -2.31652 -0.63710 -1.15469  O4 0.968
13 H 1.93343 -0.96357 0.41973  C5 1.083
14 H 1.82267 -0.16388 -1.08376  C5 1.093
15 H 2.96614 1.73191 0.85144  C6 1.089
16 H 3.43025 1.29751 -0.72124  C6 1.096
17 H 3.94013 0.27628 0.70377  C6 1.089
18 H -2.39778 -0.97405 3.18254  O20 0.970
19 H -2.75278 0.09394 2.20222  O20 0.966
20 O -2.02009 -0.18252 2.76820  H18 0.970, H19 0.966
21 H -0.85785 -2.91319 -1.23468  O23 0.962
22 H -0.93713 -3.51012 -2.61833  O23 0.965
23 O -1.21689 -3.66951 -1.70838  H21 0.962, H22 0.965

Its charge is 0. The HOMO-LUMO gap is 9.4 eV. The spin multiplicity is 1. Its SMILES is CCCNCO.O.O.

***

*a* comes first in stability; the runner-up is 9.8 kJ/mol higher.

***

*a*
# C4H15N2O

A 2-piece molecular cluster, C4H15N2O overall (ωB97M-V/def2-TZVPD, the Open Molecules 2025 dataset).

Last columns: bonded neighbours and bond lengths (Å).
Cartesian coordinates (Å):
1 N -1.33631 -0.70603 0.44697  C2 1.510, H7 1.041, H8 1.025, H9 1.026
2 C 0.10745 -0.26615 0.50316  N1 1.510, C3 1.564, C4 1.581, H10 1.106
3 C 0.99505 -1.47750 0.94085  C2 1.564, H11 1.103, H12 1.085, H13 1.097
4 C 0.45974 0.28427 -0.93647  C2 1.581, N5 1.438, H14 1.105, H15 1.082
5 N 1.88310 0.19045 -1.11764  C4 1.438, C6 1.496, H16 1.032
6 C 2.65789 1.33295 -0.54114  N5 1.496, H17 1.095, H18 1.100, H19 1.080
7 H -1.97687 0.05011 0.12770  N1 1.041
8 H -1.45861 -0.99514 1.42255  N1 1.025
9 H -1.62791 -1.44479 -0.20308  N1 1.026
10 H 0.26033 0.54165 1.24345  C2 1.106
11 H 0.88710 -2.30855 0.22353  C3 1.103
12 H 1.99143 -1.04926 0.97119  C3 1.085
13 H 0.56751 -1.86716 1.87288  C3 1.097
14 H 0.02797 1.29531 -1.05222  C4 1.105
15 H -0.06935 -0.48250 -1.48698  C4 1.082
16 H 2.04187 0.13116 -2.13522  N5 1.032
17 H 2.79570 2.13888 -1.26879  C6 1.095
18 H 3.71197 1.16086 -0.27731  C6 1.100
19 H 2.05543 1.70959 0.27217  C6 1.080
20 H -4.63061 0.17905 0.59094  O22 0.977
21 H -3.86492 1.27782 -0.02322  O22 0.967
22 O -3.73712 0.57323 0.62636  H20 0.977, H21 0.967

Its charge is +2. The HOMO-LUMO gap (spin up / spin down) is 12.4 / 6.8 eV. The spin multiplicity is 2.

***

*b*
# C4H15N2O

A 2-piece molecular cluster, C4H15N2O overall (ωB97M-V/def2-TZVPD, the Open Molecules 2025 dataset).

Last columns: bonded neighbours and bond lengths (Å).
Cartesian coordinates (Å):
1 N -1.19877 -1.25380 1.39447  C2 1.456, H7 1.028, H8 1.026
2 C 0.16999 -1.13668 0.91224  N1 1.456, C3 1.561, H10 1.110, H11 1.113
3 C 0.27019 -0.16280 -0.30321  C2 1.561, N4 1.541, H12 1.114, H13 1.082
4 N -0.24783 1.19149 0.21731  C3 1.541, C5 1.538, C6 1.475, H9 1.027
5 C -1.57236 1.52674 -0.48980  N4 1.538, H14 1.081, H15 1.088, H16 1.078
6 C 0.58042 2.41035 0.16600  N4 1.475, H17 1.083, H18 1.094, H19 1.089
7 H -1.40357 -1.86240 2.19711  N1 1.028
8 H -1.75988 -1.61476 0.61516  N1 1.026
9 H -0.49176 1.08166 1.20904  N4 1.027
10 H 0.55978 -2.10683 0.53883  C2 1.110
11 H 0.84477 -0.71658 1.69174  C2 1.113
12 H -0.21531 -0.44040 -1.26652  C3 1.114
13 H 1.26919 -0.05896 -0.70450  C3 1.082
14 H -1.91721 2.47004 -0.09118  C5 1.081
15 H -2.17624 0.62938 -0.36896  C5 1.088
16 H -1.33568 1.51016 -1.54166  C5 1.078
17 H 0.89761 2.74307 -0.81490  C6 1.083
18 H 1.51354 2.35870 0.73406  C6 1.094
19 H 0.06407 3.23863 0.64921  C6 1.089
20 H 1.78801 -3.09796 -1.15332  O22 0.958
21 H 2.14082 -2.10935 -2.31331  O22 0.964
22 O 1.70519 -2.19313 -1.45734  H20 0.958, H21 0.964

Its charge is +2. The HOMO-LUMO gap (spin up / spin down) is 11.8 / 5.6 eV. The spin multiplicity is 2.

***

*a* comes first in stability; the runner-up is 73.6 kJ/mol higher.

***

*a*
# H4N4O2

A 3-piece molecular cluster, H4N4O2 overall (ωB97M-V/def2-TZVPD, the Open Molecules 2025 dataset).

Last columns: bonded neighbours and bond lengths (Å).
Cartesian coordinates (Å):
1 N 0.42886 -0.64738 1.61533  N3 1.228, H7 1.011
2 N -5.11165 -2.03305 -0.98257  N4 1.279, H9 0.979
3 N 0.14048 -0.14197 0.53350  N1 1.228, O5 1.304
4 N -4.34369 -1.11034 -1.42440  N2 1.279, O6 1.308
5 O 1.08812 0.23293 -0.28076  N3 1.304, H10 0.983
6 O -4.40811 -0.87054 -2.70913  N4 1.308
7 H 1.42821 -0.68765 1.76248  N1 1.011
8 H 3.32754 -0.36044 0.92628  no bonds
9 H -5.60596 -2.50009 -1.68751  N2 0.979
10 H 1.91796 -0.13318 0.09850  O5 0.983

Its charge is -2. The HOMO-LUMO gap is 7.8 eV. The spin multiplicity is 1.

***

*b*
# H4N4O2

A 3-piece molecular cluster, H4N4O2 overall (ωB97M-V/def2-TZVPD, the Open Molecules 2025 dataset).

Last columns: bonded neighbours and bond lengths (Å).
Cartesian coordinates (Å):
1 N 15.98364 1.56036 -0.18071  H7 1.106, H8 1.019
2 N -6.62005 -2.54583 0.32327  H9 1.006, H10 1.075
3 N -7.66672 0.90907 0.00690  N4 1.231, O5 1.279
4 N -6.87179 -0.01435 -0.17062  N3 1.231, O6 1.244
5 O -8.87305 0.95765 0.42947  N3 1.279
6 O -5.71948 0.02619 -0.63846  N4 1.244
7 H 15.84319 2.65522 -0.11720  N1 1.106
8 H 16.51635 1.28693 0.64344  N1 1.019
9 H -6.87521 -2.87176 -0.59335  N2 1.006
10 H -5.71687 -1.96350 0.29726  N2 1.075

Its charge is -2. The HOMO-LUMO gap is 3.4 eV. The spin multiplicity is 1.

***

*a* comes first in stability; the runner-up is 155.1 kJ/mol higher.

***

*a*
# C4H10OSSi

One molecule with the formula C4H10OSSi (ωB97M-V/def2-TZVPD, the Open Molecules 2025 dataset).

Last columns: bonded neighbours and bond lengths (Å).
Cartesian coordinates (Å):
1 C 2.86466 0.94450 -0.03507  C2 1.499, H8 1.052, H9 1.084, H17 1.151
2 C 1.58146 0.19898 0.17551  C1 1.499, Si6 1.865, S7 1.861, H10 1.047
3 C -2.72483 -1.18573 0.30474  C4 1.468, H11 1.151, H12 1.064, H13 1.029
4 C -2.19933 0.16360 0.06657  C3 1.468, O5 1.497, H14 1.102, H15 1.153
5 O -1.21044 0.17445 -1.05759  C4 1.497, Si6 1.691
6 Si 0.45358 -0.01404 -1.29442  C2 1.865, O5 1.691, S7 2.127, H16 1.404
7 S 1.65998 -1.55062 -0.45320  C2 1.861, Si6 2.127
8 H 3.19655 1.05676 -1.02656  C1 1.052
9 H 2.94712 1.90635 0.45724  C1 1.084
10 H 1.32496 0.25997 1.18905  C2 1.047
11 H -3.85208 -1.11176 0.52478  C3 1.151
12 H -2.66777 -1.66091 -0.64539  C3 1.064
13 H -2.38695 -1.83574 1.02783  C3 1.029
14 H -1.65465 0.71017 0.85339  C4 1.102
15 H -3.05609 0.75018 -0.43368  C4 1.153
16 H 0.63023 0.17548 -2.67385  Si6 1.404
17 H 3.59354 0.41446 0.68138  C1 1.151

Its charge is 0. The HOMO-LUMO gap is 9.8 eV. The spin multiplicity is 1. Its SMILES is CCO[Si@@H]1S[C@H]1C.

***

*b*
# C4H10OSSi

One molecule with the formula C4H10OSSi (ωB97M-V/def2-TZVPD, the Open Molecules 2025 dataset).

Last columns: bonded neighbours and bond lengths (Å).
Cartesian coordinates (Å):
1 C -1.04148 1.02429 0.48786  C3 1.619, Si6 1.975, H8 1.116, H9 1.188
2 C -0.09906 -1.61177 -0.52741  Si6 1.855, S7 2.084, H10 1.073, H11 1.090
3 C 0.42999 0.67661 1.06733  C1 1.619, S7 1.877, H12 1.080, H13 1.110
4 C 2.60147 0.71123 -0.85586  S7 1.737, H14 1.167, H15 1.174
5 O 2.33864 -1.08724 0.92647  S7 1.468
6 Si -1.66330 -0.79761 0.04696  C1 1.975, C2 1.855, H16 1.477, H17 1.551
7 S 1.50930 -0.37423 -0.05211  C2 2.084, C3 1.877, C4 1.737, O5 1.468
8 H -1.61427 1.49000 1.32482  C1 1.116
9 H -1.10692 1.75861 -0.44340  C1 1.188
10 H 0.22227 -2.44318 0.07002  C2 1.073
11 H 0.14262 -1.67894 -1.58815  C2 1.090
12 H 0.89662 1.62404 1.29321  C3 1.080
13 H 0.22473 0.11101 2.00056  C3 1.110
14 H 2.03357 1.02707 -1.82559  C4 1.167
15 H 3.62302 0.19252 -1.11431  C4 1.174
16 H -2.13765 -1.42512 1.29708  Si6 1.477
17 H -2.72012 -0.72844 -1.08661  Si6 1.551

Its charge is 0. The HOMO-LUMO gap is 8.3 eV. The spin multiplicity is 1. Its SMILES is C=[S@@]1(=O)CC[SiH2]C1.

***

*a* comes first in stability; the runner-up is 434.5 kJ/mol higher.

***

*a*
# C4H11N3

One molecule with the formula C4H11N3 (ωB97M-V/def2-TZVPD, the Open Molecules 2025 dataset).

Last columns: bonded neighbours and bond lengths (Å).
Cartesian coordinates (Å):
1 C -1.58578 1.29280 -1.05231  C2 1.596, H8 0.996, H9 1.121, H10 1.108
2 C -0.26290 1.55448 -0.19867  C1 1.596, C3 1.566, H11 1.088, H12 1.093
3 C -0.00289 0.63448 1.04197  C2 1.566, N4 1.437, H13 1.147, H14 1.167
4 N 0.12418 -0.71818 0.57445  C3 1.437, C5 1.370, H15 1.062
5 C 0.99474 -1.75258 0.35022  N4 1.370, N6 1.380, N7 1.242
6 N 2.29516 -1.42132 0.02919  C5 1.380, H16 1.015, H17 1.062
7 N 0.38139 -2.77666 0.00613  C5 1.242, H18 0.985
8 H -1.43718 1.23582 -2.03507  C1 0.996
9 H -2.28793 0.47765 -0.73857  C1 1.121
10 H -2.14324 2.23703 -0.89045  C1 1.108
11 H 0.57307 1.70681 -0.87891  C2 1.088
12 H -0.25918 2.57267 0.19931  C2 1.093
13 H -0.97620 0.79961 1.62530  C3 1.147
14 H 0.76497 0.87612 1.88746  C3 1.167
15 H -0.85477 -1.10918 0.44719  N4 1.062
16 H 2.33476 -0.44282 -0.23599  N6 1.015
17 H 2.67325 -2.05920 -0.73115  N6 1.062
18 H -0.33145 -3.10754 0.59990  N7 0.985

Its charge is 0. The HOMO-LUMO gap is 9.3 eV. The spin multiplicity is 1. Its SMILES is [H]/N=C(/N)NCCC.

***

*b*
# C4H11N3

One molecule with the formula C4H11N3 (ωB97M-V/def2-TZVPD, the Open Molecules 2025 dataset).

Last columns: bonded neighbours and bond lengths (Å).
Cartesian coordinates (Å):
1 C 1.80757 0.50119 -1.29014  N3 1.351, H14 1.077, H15 1.074
2 C 0.49202 0.85513 1.40845  C7 1.722, H16 1.085, H17 1.088, H18 1.089
3 N 0.95274 -0.54471 -1.25576  C1 1.351, C4 1.333, H8 1.013
4 C -0.19123 -0.64762 -0.57997  N3 1.333, N5 1.415, C7 1.468
5 N -0.73056 -1.92724 -0.31012  C4 1.415, H9 1.012, H10 1.013
6 N -2.00273 0.32296 0.69263  C7 1.440, H11 1.012, H12 1.015
7 C -0.66895 0.51232 0.18305  C2 1.722, C4 1.468, N6 1.440, H13 1.093
8 H 1.31677 -1.41952 -1.61531  N3 1.013
9 H -1.74016 -1.91759 -0.37453  N5 1.012
10 H -0.34728 -2.67689 -0.87352  N5 1.013
11 H -2.36535 1.18188 1.08555  N6 1.012
12 H -2.00233 -0.38521 1.41930  N6 1.015
13 H -0.64601 1.41441 -0.43361  C7 1.093
14 H 2.65006 0.39516 -1.95183  C1 1.077
15 H 1.40713 1.49525 -1.21533  C1 1.074
16 H 1.41922 1.32516 1.09921  C2 1.085
17 H 0.68731 -0.05339 1.97448  C2 1.088
18 H -0.03822 1.56873 2.03744  C2 1.089

Its charge is 0. The HOMO-LUMO gap is 6.7 eV. The spin multiplicity is 1.

***

*c*
# C4H11N3

One molecule with the formula C4H11N3 (ωB97M-V/def2-TZVPD, the Open Molecules 2025 dataset).

Last columns: bonded neighbours and bond lengths (Å).
Cartesian coordinates (Å):
1 C -0.34153 0.78958 -1.88537  C4 1.345, H13 1.084, H14 1.083
2 C -1.61981 -0.16981 1.23589  N3 1.460, H16 1.094, H17 1.094, H18 1.096
3 N -0.89734 -1.16874 0.45346  C2 1.460, C7 1.449, H8 1.017
4 C 0.46208 0.57538 -0.82886  C1 1.345, N5 1.386, C7 1.543
5 N 1.37188 1.54399 -0.43446  C4 1.386, H9 1.014, H10 1.021
6 N 1.26172 -0.72041 1.15041  C7 1.452, H11 1.018, H12 1.014
7 C 0.40254 -0.73685 -0.01994  N3 1.449, C4 1.543, N6 1.452, H15 1.098
8 H -1.46263 -1.39627 -0.36089  N3 1.017
9 H 1.77388 2.08696 -1.19085  N5 1.014
10 H 2.04610 1.17339 0.23650  N5 1.021
11 H 0.91499 -1.47888 1.73497  N6 1.018
12 H 2.19653 -0.99203 0.86511  N6 1.014
13 H -0.30763 1.72426 -2.43371  C1 1.084
14 H -1.07459 0.05716 -2.20084  C1 1.083
15 H 0.78439 -1.53009 -0.67578  C7 1.098
16 H -1.85319 0.72839 0.65640  C2 1.094
17 H -1.08189 0.11533 2.14464  C2 1.094
18 H -2.57549 -0.60134 1.55332  C2 1.096

Its charge is 0. The HOMO-LUMO gap is 9.0 eV. The spin multiplicity is 1. Its SMILES is C=C(N)[C@@H](N)NC.

***

*c* comes first in stability; the runner-up is 134.2 kJ/mol higher.